Entry 1:
Density functional theory data (ωB97M-V/def2-TZVPD) for C21H26BClNO4Os as an isolated structure in a non-equilibrium geometry.

Structure (XYZ):
```
55
Properties=species:S:1:pos:R:3:lowdin_charge:R:1
Os 1.941 -0.908 -1.179 1.5557
Cl 3.788 -5.011 -2.612 0.6423
O 1.683 -3.195 -0.709 -0.0008
O 1.946 -2.232 -2.603 -0.1268
O 0.256 -0.129 1.377 0.1430
O -0.895 -0.056 -0.617 0.1563
N 3.507 -0.889 0.121 -0.3854
C 4.546 2.269 -1.507 -0.0217
C -3.114 0.499 0.360 0.0706
C 3.922 0.561 0.273 -0.1116
C -1.699 0.442 2.820 0.0337
C 3.721 1.263 -1.041 -0.2338
C -1.772 0.222 0.428 -0.1705
C 2.043 -4.656 -2.609 -0.4463
C 4.615 -1.646 -0.546 -0.0273
C -5.858 1.343 2.903 -0.0672
C 2.577 0.849 -1.788 -0.2586
C 4.232 2.900 -2.705 -0.0403
C -3.064 0.722 2.761 -0.0061
C -1.080 0.193 1.623 -0.1825
C 3.268 -1.492 1.463 -0.0276
C -5.504 2.319 0.648 -0.0432
C 1.861 -3.347 -1.915 -0.6704
C -5.278 1.073 1.515 -0.5611
C -6.025 -0.119 0.903 -0.0429
C 3.101 2.541 -3.430 -0.0596
C -3.782 0.757 1.564 -0.1518
C 2.270 1.536 -2.973 -0.0653
B 0.315 -0.263 0.011 -0.5817
H 3.026 -2.543 1.331 0.0972
H -3.623 0.514 -0.593 0.1306
H -5.178 2.162 -0.382 0.0780
H 5.419 2.578 -0.945 0.1227
H 4.938 0.591 0.670 0.1404
H -1.164 0.417 3.759 0.1267
H 5.500 -1.584 0.089 0.1117
H -3.577 0.916 3.692 0.1044
H -5.380 2.195 3.389 0.0890
H 4.878 3.683 -3.079 0.1171
H 1.394 1.253 -3.546 0.1128
H 4.180 -1.387 2.053 0.1116
H 2.439 -0.976 1.941 0.0878
H 3.251 0.980 1.025 0.1387
H -4.961 3.178 1.046 0.0932
H 4.828 -1.204 -1.517 0.1085
H -7.095 0.090 0.860 0.0895
H 2.881 3.050 -4.358 0.1156
H 4.319 -2.687 -0.652 0.0732
H -6.920 1.574 2.808 0.0894
H -5.769 0.476 3.560 0.0890
H -6.565 2.570 0.623 0.0891
H 1.528 -5.435 -2.056 0.0981
H 1.701 -4.602 -3.639 0.0959
H -5.690 -0.331 -0.113 0.0780
H -5.880 -1.021 1.500 0.0928
```

As for the spin multiplicity: 1. The calculation puts the molar mass at 592.94 g mol⁻¹. Its maximum force is 1.060 eV/Å. The LUMO energy (alpha / beta) comes out at -5.031 / -5.031 eV. The total charge is +1. As for the HOMO energy (alpha / beta): -0.410 / -0.410 Ha.

***

Entry 2:
Density functional theory data (ωB97M-V/def2-TZVPD) for one molecule with the formula C5H12N2O in a non-equilibrium geometry.

Structure (XYZ):
```
20
Properties=species:S:1:pos:R:3:lowdin_charge:R:1
O 0.487 -1.894 1.799 0.0186
N 0.286 0.984 0.753 -0.1158
N -0.956 1.641 0.468 -0.0022
C 1.152 0.226 -0.369 -0.3304
C -1.702 -1.434 0.988 -0.0371
C 1.323 1.054 -1.627 -0.0775
C -0.196 -1.311 0.957 -0.4366
C 0.437 -1.073 -0.552 -0.0894
H -2.170 -1.411 0.003 0.0707
H 2.021 0.552 -2.305 0.0837
H -0.998 1.993 -0.491 0.0662
H 1.722 2.046 -1.392 0.0802
H 0.383 1.175 -2.173 0.0702
H -2.117 -0.623 1.591 0.0721
H -0.394 -1.046 -1.259 0.0998
H 0.527 0.830 1.733 0.1167
H -1.076 2.468 1.058 0.0754
H 2.122 0.088 0.118 0.1391
H -1.971 -2.373 1.476 0.0833
H 1.121 -1.893 -0.777 0.1129
```

The SMILES is CC(=O)C[C@@H](C)NN. As for the spin multiplicity: 1. The calculation puts the molar mass at 116.16 g mol⁻¹. Its maximum force is 4.180 eV/Å. The LUMO energy comes out at 0.914 eV. The total charge is 0. The value obtained for the energy above the lowest of the compared OMol25 structures with the same formula, charge and spin is 3.739 eV. As for the HOMO energy: -0.278 Ha.

***

Entry 3:
Density functional theory data (ωB97M-V/def2-TZVPD) for C32H47AuN2PSSi4Te as an isolated structure in a non-equilibrium geometry.

Structure (XYZ):
```
89
Properties=species:S:1:pos:R:3:lowdin_charge:R:1
Au -1.771 1.650 0.103 0.5660
Te -1.204 -0.815 1.353 0.6116
S -2.957 3.977 0.312 0.6426
P -1.721 1.117 -2.181 0.9609
Si 1.854 -0.506 3.954 0.3604
Si 2.852 -1.151 0.241 0.3686
Si 0.628 -3.832 2.078 0.3445
Si 1.160 -1.497 1.876 0.1016
N -1.561 2.652 2.020 -0.1361
N -2.931 3.899 -2.887 0.1058
C -0.337 -2.383 -3.776 -0.0685
C 2.224 -1.272 -1.533 -0.1974
C -4.874 0.696 -4.720 -0.0771
C 3.765 0.489 0.468 -0.2118
C -0.247 1.992 -2.767 -0.3808
C 0.841 2.116 -1.902 -0.1246
C -0.444 -1.041 -3.441 -0.0890
C -0.933 3.277 4.216 -0.0399
C -2.128 -2.918 -2.262 -0.0753
C -1.050 -4.122 2.898 -0.2328
C 0.409 -0.590 5.167 -0.2192
C -0.957 2.376 3.181 -0.1605
C -2.241 -1.580 -1.926 -0.1861
C -5.398 1.985 -4.785 -0.0595
C 2.001 2.742 -2.325 -0.0617
C -3.099 1.499 -3.281 -0.2799
C -1.402 -0.636 -2.519 -0.3963
C -2.195 3.819 1.844 -0.7926
C 0.568 -4.460 0.295 -0.2129
C -1.570 4.509 4.039 -0.0352
C -3.747 0.460 -3.968 -0.0760
C 2.405 1.284 3.661 -0.2165
C 3.339 -1.476 4.596 -0.2058
C 4.080 -2.550 0.565 -0.2126
C -2.215 4.784 2.854 -0.0747
C -1.183 -3.318 -3.198 -0.0637
C -4.767 3.026 -4.144 -0.0245
C 0.985 3.154 -4.468 -0.0540
C -3.602 2.819 -3.391 -0.3236
C 1.989 -4.690 3.060 -0.2081
C 2.072 3.259 -3.612 -0.0538
C -0.176 2.519 -4.053 -0.0753
H 4.972 -2.431 -0.056 0.0391
H -1.111 -4.359 -3.482 0.1135
H 0.398 -2.695 -4.506 0.1154
H -2.307 3.782 -2.107 -0.0202
H 1.686 -0.372 -1.836 -0.0032
H -0.063 -3.820 -0.326 0.0021
H 0.210 -0.311 -3.901 0.1105
H 1.887 -4.501 4.130 0.0266
H -1.857 -4.002 2.172 0.0170
H 3.442 1.310 3.324 0.0188
H -0.441 3.028 5.145 0.1122
H -2.739 5.713 2.678 0.1132
H 2.981 -4.362 2.747 0.0153
H 3.063 -1.403 -2.221 0.0480
H 4.397 0.689 -0.400 0.0364
H 4.197 -1.363 3.931 0.0249
H -1.024 2.433 -4.722 0.1158
H -2.995 -1.258 -1.218 0.0781
H 0.194 -1.624 5.441 0.0288
H 0.637 -0.046 6.087 0.0356
H -6.307 2.169 -5.342 0.1146
H -5.351 -0.120 -5.244 0.1089
H 1.550 -2.120 -1.663 0.0161
H 1.934 -5.771 2.912 0.0391
H -3.416 4.781 -2.887 0.1045
H -3.355 -0.545 -3.915 0.0974
H -0.499 1.398 3.261 0.0223
H -0.503 -0.164 4.743 0.0001
H 0.775 1.718 -0.895 0.0695
H 4.407 -2.564 1.607 0.0199
H 3.649 -3.527 0.339 0.0172
H 3.638 -1.108 5.581 0.0380
H -5.164 4.032 -4.214 0.1173
H 1.562 -4.486 -0.154 0.0202
H 3.084 1.335 0.587 0.0126
H 3.127 -2.541 4.693 0.0107
H -2.790 -3.646 -1.811 0.1154
H 1.803 1.796 2.908 0.0081
H 2.974 3.755 -3.945 0.1133
H 2.348 1.868 4.582 0.0347
H -1.233 -3.424 3.717 0.0174
H -1.559 5.241 4.836 0.1196
H -1.114 -5.133 3.304 0.0366
H 0.160 -5.473 0.251 0.0387
H 2.844 2.831 -1.652 0.1060
H 4.412 0.455 1.346 0.0239
H 1.039 3.572 -5.464 0.1139
```

As for the spin multiplicity: 1. The calculation puts the molar mass at 959.69 g mol⁻¹. Its maximum force is 1.176 eV/Å. The LUMO energy comes out at -4.963 eV. The total charge is +1. The value obtained for the energy above the lowest of the compared OMol25 structures with the same formula, charge and spin is 0.715 eV. As for the HOMO energy: -0.373 Ha.

***

Entry 4:
Density functional theory data (ωB97M-V/def2-TZVPD) for C13H26Cl2O2SiW as an isolated structure in a non-equilibrium geometry.

Structure (XYZ):
```
45
Properties=species:S:1:pos:R:3:mulliken_spin:R:1
W -0.056 -0.564 0.792 1.5843
Cl 0.086 1.863 0.419 0.0206
Cl 0.574 -0.530 2.897 0.1315
Si 2.089 2.673 -0.159 -0.0015
O 2.162 -1.281 -0.425 -0.0046
O 1.144 0.589 -3.928 -0.0001
C 1.876 3.235 -1.906 0.0025
C 2.279 4.089 1.023 0.0089
C -1.017 -2.470 0.391 0.1043
C -2.215 -0.541 0.991 -0.1096
C -1.727 -1.819 1.462 -0.0365
C -1.092 -1.619 -0.770 0.0910
C -2.292 0.583 -1.399 -0.0147
C -3.009 0.440 1.797 0.0114
C -1.857 -0.438 -0.406 0.1499
C -2.000 -2.439 2.792 0.0268
C -0.516 -1.907 -2.109 0.0382
C -0.344 -3.803 0.445 -0.0153
C 3.197 1.242 0.116 0.0099
H -3.105 0.199 -2.036 0.0026
H -2.282 -1.697 3.545 0.0009
H 2.616 -1.862 0.224 0.0070
H -1.278 -2.271 -2.810 0.0026
H 2.832 3.656 -2.251 0.0000
H -1.464 0.843 -2.076 0.0000
H -1.128 -3.003 3.166 -0.0042
H 4.201 1.548 -0.202 -0.0006
H -0.041 -1.035 -2.581 -0.0103
H 1.124 4.031 -2.005 -0.0002
H -1.060 -4.585 0.164 0.0032
H -2.838 -3.147 2.711 -0.0025
H 1.600 2.407 -2.581 -0.0011
H 0.510 -3.837 -0.245 0.0016
H 2.066 3.782 2.053 0.0036
H 1.608 4.918 0.767 0.0021
H 2.910 0.298 -0.398 -0.0041
H 0.262 -2.671 -2.041 -0.0005
H 0.010 -4.040 1.459 -0.0037
H -2.675 1.492 -0.922 -0.0029
H 3.247 1.008 1.186 0.0084
H -3.255 1.330 1.200 0.0056
H -2.479 0.751 2.713 -0.0046
H 1.982 0.139 -4.154 -0.0001
H -3.956 -0.015 2.115 0.0015
H 3.310 4.459 0.973 -0.0013
```

As for the spin multiplicity: 3. The calculation puts the molar mass at 497.18 g mol⁻¹. Its maximum force is 4.625 eV/Å. The LUMO energy (alpha / beta) comes out at 5.162 / 5.116 eV. The total charge is -2. As for the HOMO energy (alpha / beta): 0.021 / 0.042 Ha.

***

Entry 5:
Density functional theory data (ωB97M-V/def2-TZVPD) for one molecule with the formula C34H51N3O3S4 in a non-equilibrium geometry.

Structure (XYZ):
```
95
Properties=species:S:1:pos:R:3:lowdin_charge:R:1
S 2.343 -5.159 -0.878 0.7484
S 0.097 3.776 -5.256 0.6981
S -0.790 1.607 -3.533 0.8804
S 0.125 -3.834 0.481 0.9519
O -3.640 -0.287 -0.443 -0.0734
O 3.578 -0.397 -5.142 -0.1016
O -2.948 1.663 1.172 -0.1114
N 2.765 -3.879 1.380 -0.0627
N -2.111 0.070 2.669 0.0803
N 1.423 1.546 -5.261 -0.1860
C -3.667 -0.648 0.911 -0.1327
C -3.113 3.980 0.763 -0.3326
C 0.170 1.049 -2.061 -0.3897
C 0.348 2.271 -4.737 -1.1546
C 3.586 0.187 1.609 -0.0971
C 2.387 -4.337 2.694 -0.2390
C 1.422 -5.248 2.927 -0.0758
C 2.424 -0.516 -5.941 -0.1825
C 4.251 -2.023 1.220 -0.0286
C 2.314 -0.214 1.815 -0.0689
C 1.820 -4.284 0.367 -1.0822
C 1.708 -5.104 5.236 -0.1029
C -2.076 -3.362 -0.897 -0.2546
C 2.042 -1.533 1.730 -0.0580
C -3.255 0.503 1.858 -0.4092
C 1.076 -5.634 4.173 -0.0847
C 2.706 -4.220 5.009 -0.0930
C -1.583 4.066 0.772 -0.1541
C -3.629 3.716 -0.651 -0.0523
C -0.181 -0.408 -1.695 -0.2406
C 3.051 -3.834 3.774 -0.0234
C 0.454 5.196 1.698 -0.0694
C 1.198 0.094 -5.312 -0.1819
C 2.709 1.836 -4.575 -0.1401
C 2.992 -2.439 1.435 -0.2784
C -3.630 2.827 1.617 -0.1747
C 3.447 0.582 -4.143 -0.1964
C -2.532 -0.764 -1.181 -0.3404
C -2.700 -2.199 -1.696 -0.1074
C 4.536 -0.712 1.315 -0.0892
C -1.567 4.961 3.093 -0.0825
C -1.191 -0.503 -0.532 -0.1327
C -0.607 -3.728 -1.182 -0.4312
C -1.086 5.212 1.672 -0.4071
H -1.214 0.466 -0.051 0.1004
H 2.518 2.430 -3.690 0.1130
H 0.331 -0.088 -5.934 0.1296
H 1.449 -5.361 6.244 0.1057
H 1.207 1.069 -2.354 0.0482
H -0.028 1.735 -1.250 0.0674
H 0.858 5.859 0.943 0.0739
H 2.612 0.005 -6.876 0.1284
H -2.494 -0.133 -2.064 0.1182
H 3.855 -3.131 3.680 0.1238
H 3.352 2.407 -5.235 0.1233
H -3.108 2.889 -1.113 0.0712
H 0.283 -6.340 4.329 0.1122
H 1.521 0.461 2.074 0.1102
H 2.931 0.117 -3.305 0.1076
H 0.868 -5.680 2.114 0.0815
H 5.543 -0.374 1.173 0.1108
H -1.317 3.958 3.416 0.0832
H -3.586 4.878 1.149 0.1364
H 5.036 -2.721 1.013 0.1296
H -4.690 2.671 1.429 0.1273
H -2.662 -4.232 -1.162 0.1063
H -3.758 -2.424 -1.728 0.1191
H -0.692 -0.802 -2.566 0.0652
H -2.160 -3.261 0.179 0.0552
H 0.813 4.181 1.586 0.0702
H -3.092 -1.531 1.169 0.1105
H 1.037 -1.850 1.930 0.0867
H -1.916 0.787 3.357 0.0727
H 0.979 -0.331 -4.335 0.0952
H -4.071 0.690 2.559 0.1385
H -4.679 3.449 -0.638 0.0782
H 0.783 5.578 2.656 0.0645
H -0.102 -3.083 -1.886 0.0704
H -0.547 -4.721 -1.601 0.0546
H -3.482 2.995 2.682 0.1148
H -1.262 4.198 -0.257 0.1181
H -2.639 5.080 3.205 0.0686
H -1.124 3.159 1.151 0.1074
H 3.815 1.233 1.706 0.1094
H -2.357 -0.756 3.201 0.0785
H -3.516 4.620 -1.239 0.0832
H 2.201 -1.549 -6.176 0.1235
H -4.701 -0.886 1.142 0.1257
H -1.442 6.149 1.259 0.1336
H -1.104 5.681 3.758 0.0742
H -2.347 -2.249 -2.719 0.1151
H 0.725 -0.982 -1.544 0.1038
H -0.922 -1.202 0.249 0.0793
H 3.222 -3.831 5.868 0.1113
H 4.407 0.896 -3.770 0.1280
```

As for the spin multiplicity: 1. The calculation puts the molar mass at 678.07 g mol⁻¹. Its maximum force is 2.571 eV/Å. The LUMO energy comes out at -0.343 eV. The total charge is 0. As for the HOMO energy: -0.301 Ha.

***

Entry 6:
Density functional theory data (ωB97M-V/def2-TZVPD) for C28H32NO9PSV as an isolated structure.

Structure (XYZ):
```
73
Properties=species:S:1:pos:R:3:mulliken_spin:R:1
V -0.225 -1.645 -0.537 2.0292
S 2.126 -2.803 -0.013 0.0014
P 0.691 0.428 0.424 -0.0014
O -0.800 -0.997 -2.236 -0.0467
O -0.787 1.320 -0.126 0.0023
O 2.913 -3.989 -0.173 -0.0050
O -1.708 -1.599 0.652 -0.0033
O 1.706 -2.122 -1.268 0.0067
O -3.312 -2.244 2.058 0.0099
O 0.822 -2.975 0.696 -0.0032
O -0.640 -3.722 -1.554 0.0006
O -1.375 -1.868 -4.203 0.0023
N -3.236 -2.456 -1.516 0.0121
C 2.415 -0.402 1.254 -0.0069
C -0.010 2.168 2.565 -0.0032
C 0.046 -0.180 3.038 0.0099
C 3.569 3.098 -2.013 -0.0001
C 2.170 1.154 -1.772 0.0232
C 3.250 3.474 -0.715 0.0003
C 1.842 1.528 -0.473 -0.0506
C -3.112 -1.499 -2.579 -0.0033
C 4.239 -2.040 1.450 0.0011
C 3.027 1.934 -2.536 0.0022
C -0.374 2.425 3.879 0.0014
C -2.800 2.478 -0.376 0.0001
C 3.006 -1.627 0.956 0.0182
C -0.558 1.377 4.769 -0.0018
C -1.384 2.022 -2.385 0.0041
C -2.895 -2.007 0.939 0.0034
C -1.813 -4.449 -1.202 0.0095
C -1.359 2.363 -0.892 0.0007
C 3.133 0.368 2.177 0.0005
C 0.224 0.866 2.138 -0.0165
C -0.361 0.073 4.337 0.0039
C -1.661 -1.457 -3.089 -0.0032
C -3.060 -3.846 -1.841 -0.0008
C -0.680 3.730 -0.736 0.0008
C 4.936 -1.217 2.313 0.0001
C 4.362 -0.011 2.691 -0.0001
C -3.853 -2.131 -0.266 0.0009
C 2.394 2.696 0.048 -0.0006
H 3.268 1.624 -3.545 0.0000
H -0.529 -0.757 5.012 0.0001
H -3.762 -1.737 -3.433 0.0008
H 0.205 -1.201 2.713 0.0068
H 1.756 0.244 -2.193 0.0048
H 4.625 -3.009 1.166 0.0002
H -3.381 1.604 -0.677 0.0002
H 4.871 0.637 3.395 0.0000
H -1.797 2.854 -2.964 0.0000
H -1.867 -4.400 -0.113 -0.0035
H -1.701 -5.501 -1.490 0.0003
H -0.533 3.448 4.200 0.0001
H 4.235 3.708 -2.610 -0.0001
H -0.638 4.045 0.309 0.0001
H 0.073 2.984 1.863 -0.0004
H -2.978 -3.942 -2.929 -0.0005
H -3.301 3.373 -0.755 0.0000
H -4.604 -2.884 0.002 -0.0012
H 0.328 3.730 -1.143 -0.0005
H -3.933 -4.439 -1.532 0.0001
H 3.661 4.384 -0.294 -0.0001
H 2.140 3.023 1.046 -0.0002
H -0.379 1.814 -2.748 -0.0015
H -3.373 -0.511 -2.199 -0.0034
H -4.382 -1.176 -0.337 0.0004
H 5.898 -1.522 2.705 0.0000
H -1.995 1.140 -2.564 -0.0021
H -0.864 1.573 5.789 -0.0002
H 2.710 1.303 2.521 -0.0001
H -0.579 -3.619 -2.515 0.0016
H -2.784 2.513 0.714 -0.0002
H -1.260 4.480 -1.280 0.0002
```

As for the spin multiplicity: 3. The calculation puts the molar mass at 640.55 g mol⁻¹. Its maximum force is 0.733 eV/Å. The LUMO energy (alpha / beta) comes out at 2.705 / 2.708 eV. The total charge is -1. The value obtained for the energy above the lowest of the compared OMol25 structures with the same formula, charge and spin is 2.054 eV. As for the HOMO energy (alpha / beta): -0.195 / -0.190 Ha.